[1]
ORCA calculation (ωB97M-V/def2-TZVPD) on 7 unconnected molecules or ions with the total composition C40H64ClIO24S.

Structure (XYZ):
```
131
Properties=species:S:1:pos:R:3:forces:R:3
C 6.25150 -2.65734 0.34086 0.01 0.33 -0.34
O 6.27746 -2.13262 -0.97297 0.07 0.24 0.21
C 4.95394 -1.92357 -1.44084 0.08 -0.14 -0.64
C 4.61254 -0.49143 -1.84153 0.41 0.15 0.39
C 5.46359 0.64147 -1.24188 -1.16 0.33 -0.05
C 4.53921 1.69468 -0.63151 0.51 0.16 -0.26
C 3.74460 2.47705 -1.67570 -0.26 -0.57 0.27
C 2.30181 2.64782 -1.25421 -0.08 0.30 0.05
C 1.45367 3.46656 -2.23061 0.27 -0.47 0.30
C 0.64444 2.54689 -3.14876 0.28 0.62 0.29
C -0.80813 2.44793 -2.71223 0.26 -0.15 -0.65
C -1.47887 1.15989 -3.20927 -0.09 0.17 0.70
C -2.10349 0.32998 -2.06260 -0.13 0.39 -0.70
C -3.48856 -0.27436 -2.33584 0.57 0.02 0.20
C -4.60266 0.53696 -1.68722 -0.07 -0.39 0.01
C -4.86914 1.81900 -2.45113 0.21 0.31 -0.21
O -6.16039 1.82988 -3.11542 0.34 -0.25 -0.06
S -7.41188 1.84828 -2.18404 -1.11 0.42 0.24
O -8.47274 1.30696 -2.96584 0.02 -0.24 -0.34
O -7.62489 3.13345 -1.60057 0.30 0.11 0.08
C -6.96733 0.63430 -0.85809 0.24 0.06 -0.31
Cl -8.47041 -0.22963 -0.54071 -0.31 -0.38 0.23
C -6.63421 1.34205 0.44649 -0.05 0.83 0.09
O -5.72442 2.39097 0.24301 0.30 -0.26 -0.02
C -5.40481 3.06708 1.44178 -0.15 0.28 -0.06
C -5.86095 -0.31654 -1.37252 0.28 -0.05 -0.21
C -5.46933 -1.28509 -0.26131 -0.06 0.46 0.34
C -6.32752 -1.08110 -2.64607 -0.52 -0.21 -0.02
C -6.48157 -2.57388 -2.50085 2.24 -2.45 -0.03
O -5.55794 -3.37938 -2.51154 -2.40 2.20 0.07
I -8.50599 -3.39953 -2.37091 0.38 0.19 -0.07
H 5.64448 -2.04235 0.99158 -0.27 0.15 0.23
H 5.83411 -3.66072 0.30561 0.05 -0.36 0.28
H 7.25234 -2.64314 0.74489 0.41 -0.25 -0.04
H 4.23392 -2.26566 -0.71306 -0.12 -0.10 0.47
H 4.81482 -2.55265 -2.31560 -0.01 -0.26 -0.21
H 4.61166 -0.39924 -2.91644 0.02 -0.05 -0.40
H 3.59295 -0.33604 -1.51632 -0.45 0.05 -0.09
H 5.99352 1.12001 -2.05408 0.67 0.05 -0.03
H 6.12228 0.33292 -0.45318 0.54 -0.48 0.05
H 3.87503 1.18592 0.05614 -0.29 -0.08 0.26
H 5.13597 2.38077 -0.04331 0.12 0.23 0.29
H 4.19415 3.44586 -1.85168 0.19 0.27 -0.16
H 3.75640 1.91399 -2.60561 0.05 0.07 -0.38
H 1.87062 1.65711 -1.16489 -0.20 -0.32 0.18
H 2.27876 3.07168 -0.25602 0.02 0.22 0.29
H 2.12057 4.09886 -2.80354 0.09 0.33 -0.16
H 0.79565 4.10038 -1.64947 -0.28 0.35 -0.08
H 0.71294 2.93165 -4.15764 -0.10 -0.19 -0.47
H 1.10988 1.56891 -3.10214 0.09 -0.32 -0.29
H -0.82048 2.48729 -1.62901 -0.18 0.03 0.31
H -1.31540 3.32087 -3.11938 -0.16 -0.01 0.40
H -2.19729 1.39455 -3.98294 -0.32 0.03 -0.23
H -0.71641 0.54488 -3.66647 0.14 -0.24 -0.31
H -2.14438 0.92892 -1.16389 -0.11 0.28 0.32
H -1.39549 -0.44335 -1.85000 0.24 -0.51 0.23
H -3.62503 -0.35156 -3.40769 -0.14 -0.07 -0.35
H -3.48606 -1.28526 -1.94748 -0.15 -0.28 0.04
H -4.22294 0.84426 -0.72704 0.09 0.12 0.42
H -4.15188 1.91717 -3.24142 0.18 0.11 -0.59
H -4.77838 2.70171 -1.83931 -0.18 0.20 0.30
H -7.56301 1.73237 0.84943 -0.31 0.18 0.06
H -6.23627 0.64603 1.17687 0.00 -0.38 0.08
H -4.33313 3.13523 1.55117 0.35 -0.11 0.06
H -5.81080 4.07273 1.43683 -0.18 0.29 -0.20
H -5.82355 2.56671 2.29924 0.00 -0.29 0.34
H -6.33765 -1.72666 0.20983 -0.21 -0.39 -0.07
H -4.94678 -0.73659 0.50766 0.24 0.11 0.29
H -4.78784 -2.03717 -0.61538 0.02 -0.39 -0.14
H -5.60270 -0.97159 -3.43724 0.37 0.02 -0.19
H -7.25240 -0.68834 -3.03555 -0.36 0.16 -0.02
O 3.31865 -2.56667 1.71951 -0.12 0.17 -0.09
C 3.42654 -3.65475 2.17569 -0.09 0.03 0.00
O 2.52693 -4.65547 1.99669 0.08 -0.21 0.06
C 3.10491 -5.86986 2.50054 0.04 -0.01 0.01
C 4.12648 -5.34767 3.49321 -0.04 -0.15 0.10
O 4.45731 -4.06806 2.94053 0.07 -0.11 0.03
H 2.34287 -6.49608 2.95531 -0.12 0.13 0.00
H 3.56494 -6.40975 1.67089 0.03 0.04 -0.01
H 3.71564 -5.20409 4.49199 -0.03 -0.01 -0.01
H 5.01385 -5.97141 3.56169 0.09 0.10 -0.06
O 7.29561 0.58718 1.90357 -0.09 0.01 0.12
C 8.29908 0.35188 1.31807 -0.10 -0.06 0.03
O 8.84286 1.14591 0.37064 0.08 0.03 -0.01
C 10.14812 0.65447 0.06032 0.09 -0.06 -0.04
C 10.04408 -0.80156 0.47073 0.08 -0.13 -0.09
O 9.05841 -0.75759 1.51124 0.15 0.10 -0.14
H 10.36277 0.79130 -0.99559 -0.15 0.04 -0.03
H 10.88245 1.20524 0.65108 -0.01 -0.02 0.03
H 9.67275 -1.43624 -0.33558 -0.05 0.04 -0.02
H 10.97624 -1.21077 0.85071 -0.05 0.00 0.15
O -2.86454 4.51609 -4.12628 -0.19 0.10 -0.04
C -3.86985 5.14643 -4.22119 0.15 -0.12 -0.02
O -4.70284 5.09952 -5.28090 -0.16 0.03 -0.10
C -5.90800 5.80223 -4.94528 0.07 0.13 -0.01
C -5.43167 6.73339 -3.84777 -0.05 0.07 -0.01
O -4.33153 6.00355 -3.28620 -0.12 0.10 0.02
H -6.30068 6.32105 -5.81516 0.16 -0.04 -0.10
H -6.64279 5.08747 -4.59238 -0.12 -0.17 0.11
H -5.05608 7.68134 -4.23712 0.01 -0.02 -0.02
H -6.18549 6.92776 -3.09064 0.09 -0.11 0.13
O 4.97189 -5.70226 6.68989 -0.10 -0.13 0.01
C 5.82779 -4.89951 6.50307 0.04 0.04 -0.03
O 5.60586 -3.60560 6.19406 0.01 0.07 0.02
C 6.85258 -2.90219 6.25336 0.12 0.07 -0.03
C 7.85405 -4.02098 6.03591 0.04 0.08 -0.05
O 7.15259 -5.16259 6.55190 0.09 0.11 -0.03
H 6.89021 -2.13071 5.48973 -0.16 -0.06 -0.08
H 6.94728 -2.44089 7.23732 0.00 -0.04 0.02
H 8.06562 -4.18908 4.97905 -0.04 0.01 -0.01
H 8.78863 -3.87681 6.56984 -0.04 -0.13 0.12
O -3.93690 1.01604 3.62575 0.00 -0.03 -0.15
C -4.40737 1.47287 4.61329 -0.01 0.01 0.10
O -5.05437 2.66500 4.68424 -0.01 -0.06 0.14
C -5.68181 2.75698 5.96980 -0.05 0.07 0.08
C -4.84092 1.81166 6.80560 -0.03 0.08 0.06
O -4.37899 0.87653 5.82611 -0.02 0.01 0.07
H -5.66157 3.78238 6.32725 0.08 0.06 -0.13
H -6.71822 2.42842 5.87917 0.01 -0.05 0.00
H -3.97823 2.30549 7.25492 0.01 0.02 -0.03
H -5.40509 1.30142 7.58076 0.01 -0.15 -0.08
O 0.42960 -1.78429 -2.29869 0.14 0.10 -0.14
C -0.06871 -2.70649 -1.74489 -0.01 -0.14 0.13
O -0.76188 -2.62296 -0.58513 -0.06 -0.02 0.01
C -1.40312 -3.87967 -0.34786 -0.07 -0.09 0.01
C -0.53467 -4.83404 -1.14535 -0.03 -0.08 0.09
O -0.02890 -3.98698 -2.18234 -0.01 -0.05 0.02
H -1.42493 -4.09850 0.71585 0.11 0.14 0.04
H -2.42606 -3.83125 -0.72683 0.01 0.00 -0.05
H 0.30572 -5.21720 -0.56412 0.02 0.06 0.03
H -1.08672 -5.66692 -1.57152 0.01 0.07 -0.16
```
Forces are in eV/Å.

Summary:
DFT total energy = -4524.37593 a.u.
HOMO energy = -8.98 eV
HOMO-LUMO gap = 9.43 eV
SMILES = COCCCCCCCCCCCC[C@H]1COS(=O)(=O)[C@](Cl)(COC)[C@@]1(C)CC(=O)I.O=C1OCCO1.O=C1OCCO1.O=C1OCCO1.O=C1OCCO1.O=C1OCCO1.O=C1OCCO1

[2]
ORCA calculation (ωB97M-V/def2-TZVPD) on C6H11N3O in the gas phase.

Structure (XYZ):
```
21
Properties=species:S:1:pos:R:3:forces:R:3
C -0.77866 -0.81540 -2.41185 0.33 -0.04 -1.83
C 0.00789 -0.77120 -1.15482 -1.56 -0.82 0.58
N 1.12864 -1.45400 -1.14392 0.86 1.02 2.25
N 1.64583 -1.06697 0.06173 -1.39 1.23 0.05
O 2.72901 -1.60042 0.60244 2.49 -0.60 0.18
C 0.88892 -0.15798 0.80904 2.53 -3.15 -1.46
C 1.45462 0.43327 2.02709 -2.02 -0.63 2.79
C -0.24981 -0.08331 0.10502 -1.27 1.95 -1.11
C -1.42867 0.76188 0.56813 1.03 2.18 -0.65
N -1.91010 1.71047 -0.50295 -1.09 0.12 0.79
H -0.94552 0.21739 -2.64313 -0.23 0.74 -0.47
H -0.10931 -1.21673 -3.27787 -1.35 0.37 1.68
H -1.80928 -1.23416 -2.44001 0.89 -0.24 0.41
H 2.65227 -2.55840 0.63219 -0.42 -0.22 -0.07
H 1.40773 1.50523 1.95037 0.40 0.51 0.04
H 2.39641 0.06265 2.46821 -0.29 0.16 -1.07
H 0.69719 0.18111 2.86107 0.99 0.52 -0.97
H -2.24037 0.10675 0.66389 -1.27 -0.93 0.69
H -1.24611 1.34766 1.56460 -0.04 -1.44 -1.58
H -2.85974 2.03338 -0.23075 0.64 -0.65 -0.31
H -1.43093 2.59878 -0.50848 0.79 -0.07 0.04
```
Forces are in eV/Å.

Summary:
DFT total energy = -474.62227 a.u.
HOMO energy = -8.26 eV
ΔE to the lowest compared entry with this formula, charge and spin = 3.916 eV
HOMO-LUMO gap = 9.06 eV
SMILES = Cc1nn(O)c(C)c1CN

[3]
ORCA calculation (ωB97M-V/def2-TZVPD) on a molecular structure, C21H22BrN3O2RuS4Sb.

Structure (XYZ):
```
55
Properties=species:S:1:pos:R:3:forces:R:3
Ru 0.36508 0.35920 0.47352 0.16 0.27 -0.27
O -0.29104 -1.11235 1.98458 -0.03 -0.08 0.00
N 0.39196 -1.13608 3.04111 0.04 0.03 0.02
N 1.42092 -0.38190 3.03548 -0.07 -0.03 -0.01
O 1.78370 0.33657 1.97664 0.03 -0.01 0.08
C 2.25655 -0.33465 4.19080 0.01 0.00 0.02
C 1.87480 -0.96218 5.37210 0.00 0.00 -0.02
C 2.71786 -0.89558 6.46683 0.01 0.01 0.02
C 3.92363 -0.20776 6.39413 -0.02 -0.01 0.00
C 4.28301 0.41663 5.21108 0.01 0.02 -0.02
C 3.45253 0.35874 4.10035 0.00 0.00 0.00
H 0.93367 -1.48797 5.42373 0.00 0.00 -0.01
H 2.42501 -1.38144 7.38867 0.00 0.00 0.00
H 4.57387 -0.15723 7.25762 0.00 0.00 0.00
H 5.21748 0.95848 5.14378 0.00 0.00 0.00
H 3.71085 0.84142 3.17032 0.00 0.00 0.00
S -3.71067 3.58939 -0.10456 0.01 0.00 -0.05
Sb -2.66567 3.42931 -2.13889 0.00 0.06 0.14
S 1.15787 1.97118 -0.92732 -0.07 -0.13 0.09
S -0.66990 1.28793 -1.50536 0.05 -0.06 -0.03
S -3.86618 1.90435 -3.36749 -0.03 -0.11 0.04
C -5.18238 0.55426 0.12559 0.02 0.00 -0.01
N -3.79749 0.17948 -0.25795 -0.13 -0.05 0.09
C -3.82573 -0.84207 -1.33048 0.07 0.05 -0.04
C -2.97646 -0.31765 0.91316 0.00 0.07 -0.04
C -2.41147 0.81659 1.70837 -0.02 0.02 0.05
C -3.19650 1.43372 2.67718 0.03 0.03 0.02
C -2.74466 2.55114 3.35895 -0.06 -0.06 -0.01
C -1.48674 3.04793 3.06920 0.10 0.03 -0.04
C -0.67140 2.40767 2.14439 0.03 0.05 0.02
C -1.11835 1.27891 1.45959 -0.13 -0.11 0.07
H -5.65876 0.98420 -0.75246 0.01 0.00 -0.02
H -5.13477 1.31566 0.89634 -0.01 0.01 -0.02
H -5.69671 -0.34500 0.46578 0.01 -0.01 0.00
H -3.38747 1.06997 -0.60606 0.06 -0.03 -0.07
H -4.28943 -1.74232 -0.92581 -0.01 0.01 0.01
H -2.80373 -1.05469 -1.62949 -0.03 0.00 -0.02
H -4.37392 -0.43595 -2.17576 -0.01 -0.01 0.00
H -2.18087 -0.93318 0.50080 0.00 0.03 -0.02
H -3.64184 -0.94827 1.50501 -0.01 -0.01 -0.01
H -4.18085 1.03294 2.89608 0.00 0.01 0.01
H -3.37335 3.03712 4.09347 -0.01 -0.01 0.00
H -1.12517 3.93662 3.57242 0.01 0.00 -0.01
H 0.32543 2.79010 1.96029 -0.02 0.02 0.01
Br 1.50915 -5.47005 -2.66417 0.00 -0.01 0.00
C 1.08207 -3.81912 -1.81886 -0.02 0.03 0.01
C 1.71056 -3.47469 -0.63760 0.00 -0.02 -0.02
C 1.37164 -2.27700 -0.02041 0.04 -0.01 0.01
C 0.43399 -1.39318 -0.56770 0.02 -0.02 0.02
C -0.15371 -1.77140 -1.77308 -0.06 0.01 -0.05
C 0.15019 -2.97632 -2.39562 0.02 0.00 0.04
H 2.44729 -4.13153 -0.19459 0.00 0.00 0.00
H 1.87360 -2.04090 0.91015 -0.02 0.03 -0.01
H -0.82648 -1.09676 -2.28336 -0.02 0.00 0.02
H -0.32412 -3.24121 -3.33125 0.00 0.00 0.00
```
Forces are in eV/Å.

Summary:
total charge = -1
DFT total energy = -5630.07196 a.u.
HOMO energy = -4.16 eV
ΔE to the lowest compared entry with this formula, charge and spin = 0.874 eV
HOMO-LUMO gap = 6.39 eV